[1]
Molecular formula: C28H36FeN4O2S
Method: DFT, ωB97M-V/def2-TZVPD

**Spin multiplicity**: 5
**HOMO energy (spin up / spin down)**: -14.4 / -14.3 eV
**Energy relative to the best compared isomer or geometry (same formula, charge and spin)**: 0.6435 eV
**Calculated total energy**: -3119.5654 a.u.
**Total charge**: +2

Last column: Mulliken spin population.
Element x y z (Å)
1 H -2.20 0.17 -3.85  -0.001
2 C 2.21 3.14 -3.83  -0.006
3 H -4.15 0.65 -2.27  0.000
4 C 2.71 -2.00 0.83  0.001
5 C -3.19 -3.51 -1.96  0.000
6 C -2.20 -2.85 -1.25  0.004
7 H -5.29 -3.66 -2.35  0.000
8 H -2.69 -1.84 4.02  0.000
9 H -0.20 -0.99 -3.92  0.001
10 H 4.27 1.44 -2.64  0.001
11 N 1.15 1.58 -2.36  0.030
12 H -0.42 -2.39 3.07  0.001
13 H 1.89 -2.36 0.20  0.003
14 H -1.85 -3.14 4.85  0.000
15 Fe 0.74 0.92 -0.13  3.764
16 H 0.62 0.71 -5.55  0.000
17 H -5.90 -1.81 -0.84  0.000
18 C 3.73 1.39 -0.54  0.034
19 C 2.87 -0.51 0.72  0.021
20 O -1.35 1.22 -1.01  0.021
21 S -0.66 1.66 1.75  0.023
22 H 2.81 4.03 -3.94  0.000
23 H -1.16 -3.14 -1.35  0.001
24 H 3.64 -0.61 -1.28  0.001
25 H -3.73 2.01 -1.20  0.000
26 H -1.89 -0.23 5.85  0.000
27 C 1.78 2.41 -4.92  0.001
28 O -0.29 -1.11 0.03  0.031
29 C -1.84 -2.07 4.66  0.001
30 H 4.54 2.97 -1.78  0.000
31 C -2.05 0.98 -2.01  -0.002
32 H 1.91 2.34 3.54  0.000
33 C 3.38 0.05 -0.46  -0.024
34 C -4.86 -2.10 -0.94  0.000
35 C -4.52 -3.14 -1.80  0.001
36 H 3.66 2.47 3.56  0.001
37 H -2.95 -1.52 6.43  0.000
38 N -0.44 -0.34 3.47  0.013
39 C 4.56 1.89 -1.69  -0.004
40 H 5.60 1.60 -1.51  0.002
41 C -2.54 -1.84 -0.35  -0.004
42 H 2.05 2.72 -5.93  0.000
43 H -2.93 -4.32 -2.62  0.000
44 H -4.16 -0.62 0.42  0.000
45 H -2.75 -0.80 1.96  0.002
46 C 0.70 0.90 -3.42  0.000
47 H 2.72 3.66 2.66  0.001
48 H 0.31 -1.92 4.60  0.000
49 C 2.90 1.72 1.72  -0.030
50 C 0.99 1.29 -4.72  0.002
51 H 0.07 0.31 4.05  0.000
52 C 2.63 0.34 1.80  0.054
53 C -0.53 -1.74 3.93  -0.002
54 H 0.02 -0.70 -2.18  0.002
55 C -0.94 0.13 2.36  0.018
56 H 2.32 -0.08 2.75  0.005
57 C -0.24 -0.24 -3.13  0.003
58 H 3.62 -2.50 0.51  -0.001
59 H 3.70 3.28 0.49  0.004
60 C -1.98 -1.31 5.99  0.000
61 C 2.78 2.60 2.93  -0.001
62 C -1.47 -1.19 0.43  -0.018
63 N -1.80 -0.71 1.63  0.008
64 C 3.42 2.23 0.53  0.012
65 C -3.88 -1.45 -0.22  0.001
66 H 2.50 -2.30 1.86  -0.001
67 C -3.46 1.48 -2.11  0.003
68 N -1.60 0.27 -3.05  0.002
69 C 1.87 2.69 -2.57  0.022
70 H -1.21 -1.63 6.69  0.000
71 H -3.55 2.17 -2.95  0.001
72 H 2.17 3.24 -1.68  0.003



[2]
Molecular formula: C8H6
Method: DFT, ωB97M-V/def2-TZVPD

**Spin multiplicity**: 1
**HOMO energy**: -8.4 eV
**Energy relative to the best compared isomer or geometry (same formula, charge and spin)**: 2.2234 eV
**Calculated total energy**: -308.2170 a.u.

Last column: Mulliken charge in e.
Element x y z (Å)
1 H 1.47 -1.86 1.18  0.352
2 C 1.88 -1.59 0.23  -1.313
3 C 1.37 2.03 -0.61  -0.723
4 H 2.82 -1.21 0.36  0.417
5 C 0.96 -0.45 -0.06  0.225
6 H 1.90 -2.43 -0.39  0.315
7 C -1.64 -0.24 0.11  0.455
8 C -2.97 -0.07 0.24  -0.942
9 H 1.26 2.49 -1.62  0.217
10 C -4.17 0.07 0.35  -0.432
11 H 1.51 2.65 0.26  0.262
12 H -5.20 0.13 0.26  0.497
13 C -0.42 -0.30 0.14  0.573
14 C 1.21 0.76 -0.45  0.094



[3]
Molecular formula: C38H51Cl3N2O3PScSi
Method: DFT, ωB97M-V/def2-TZVPD

**Spin multiplicity**: 1
**HOMO energy**: -7.0 eV
**Energy relative to the best compared isomer or geometry (same formula, charge and spin)**: 7.5666 eV
**Calculated total energy**: -4586.0070 a.u.

Last column: Mulliken charge in e.
Element x y z (Å)
1 H 2.87 0.90 0.68  0.085
2 H -2.42 1.49 -3.50  0.266
3 C 2.22 -3.72 -1.73  -0.876
4 H -2.59 0.21 -4.72  0.389
5 H 2.61 -3.36 3.61  0.350
6 H 4.14 -3.49 1.13  0.434
7 H 1.00 -3.81 4.16  0.328
8 H 3.11 -1.59 4.74  0.374
9 H -0.74 -1.78 3.28  0.617
10 H -1.36 1.17 7.46  0.390
11 H 5.33 -2.50 -6.04  0.310
12 C 2.30 1.38 -0.15  0.295
13 H 2.63 -5.04 -0.04  0.343
14 H 2.37 -1.59 -6.91  0.251
15 O 1.45 -0.70 -4.08  -0.592
16 N 3.09 1.82 -1.14  0.267
17 O 0.02 0.10 2.75  -0.036
18 C -4.70 0.50 2.43  -0.012
19 Si -0.13 0.79 -4.47  1.451
20 C -3.97 3.56 2.41  -0.365
21 H -1.29 -2.69 5.56  0.425
22 Cl 0.48 -1.61 0.23  -0.075
23 Cl -2.49 -1.38 0.93  -0.282
24 C -1.61 -1.64 5.57  0.088
25 H 4.39 -1.82 -3.43  0.339
26 C -2.57 0.27 4.39  0.343
27 Sc -0.67 0.24 0.76  0.394
28 C -1.61 0.53 6.61  -0.557
29 H 1.26 -2.74 -5.98  0.382
30 H 1.71 -4.49 -2.31  0.348
31 C 2.38 -0.86 4.31  -0.819
32 C -3.79 4.92 2.17  -0.670
33 C 3.26 -1.57 -1.61  0.719
34 C -2.30 -1.11 4.48  -1.296
35 H -4.97 3.12 2.38  0.369
36 C -1.31 -0.83 6.67  -0.630
37 H -7.84 -1.47 1.23  0.367
38 H 4.66 -1.26 0.02  0.350
39 H 5.22 -0.71 -6.11  0.263
40 C -2.21 1.10 5.48  -0.558
41 C 1.72 -2.02 -3.67  -0.367
42 H 6.22 -1.59 -4.86  0.355
43 C -2.52 5.49 2.25  -0.545
44 H -1.65 2.91 -4.16  0.357
45 C 1.56 -3.14 3.47  -0.846
46 H 2.89 -3.32 -6.35  0.386
47 N 1.27 -1.66 3.71  0.621
48 C -6.97 -0.90 1.58  -0.514
49 C 2.83 -4.06 -0.51  -0.750
50 C 2.74 -1.87 -4.79  0.880
51 H 3.55 -0.66 -2.16  0.243
52 H -2.39 2.17 5.40  0.441
53 C 2.28 -2.39 -6.15  -1.626
54 C 0.17 -1.10 3.25  -0.720
55 C -2.87 2.75 2.74  0.095
56 H 2.37 1.73 -3.15  0.015
57 H 3.42 3.12 -2.70  0.352
58 C 4.54 1.62 -1.02  -0.888
59 H -7.28 -1.34 3.67  0.379
60 H -2.37 6.55 2.06  0.376
61 C 2.37 -2.42 -2.28  0.412
62 H -0.72 2.71 3.14  0.330
63 C 4.06 -1.71 -4.49  0.037
64 C -1.96 0.53 -3.87  -1.314
65 C -5.49 -0.18 3.37  -0.424
66 H -0.16 3.37 -5.06  0.435
67 H -0.44 5.15 2.77  0.380
68 H 1.38 -3.51 2.44  0.268
69 H -0.43 -0.53 -6.60  0.278
70 P -2.98 0.94 2.75  1.529
71 H -0.13 3.20 -3.24  0.151
72 H 1.71 3.11 -2.16  0.263
73 C -1.58 3.33 2.86  -0.160
74 H -2.61 -1.73 3.62  0.629
75 H 2.98 -0.25 3.61  0.167
76 C 5.25 -1.59 -5.41  -1.439
77 H -6.47 -0.13 -0.40  0.394
78 C 3.94 -1.95 -0.43  -1.259
79 H -2.06 -0.19 -3.03  0.262
80 Cl -1.95 1.74 -0.74  -0.701
81 C 3.66 -3.18 0.17  -0.385
82 H 4.90 0.88 -1.74  0.285
83 C 2.59 2.48 -2.36  -0.697
84 C -1.42 4.69 2.63  -0.742
85 C -6.64 -0.86 2.94  -0.574
86 H 1.97 -0.18 5.09  0.302
87 H -1.53 0.89 -6.59  0.326
88 C -0.52 2.77 -4.20  -1.147
89 H -5.20 -0.19 4.42  0.399
90 H 5.02 2.58 -1.22  0.379
91 H -4.65 5.55 1.94  0.380
92 C -5.13 0.61 1.08  -0.234
93 H -4.59 1.23 0.37  0.314
94 C -0.49 0.54 -6.33  -1.265
95 H 4.71 1.29 0.01  0.317
96 H -0.85 -1.27 7.56  0.387
97 C -6.22 -0.15 0.66  -0.627
98 H 0.21 1.09 -7.00  0.371
99 H 0.94 -2.76 -3.98  0.545
100 O 1.04 1.45 -0.12  -0.586



[4]
Molecular formula: C6H5NO
Method: DFT, ωB97M-V/def2-TZVPD

**Spin multiplicity**: 1
**HOMO energy**: -9.7 eV
**Energy relative to the best compared isomer or geometry (same formula, charge and spin)**: 4.3330 eV
**Calculated total energy**: -361.4250 a.u.
**Structure (SMILES)**: C=C/C=C\C(=O)C#N

Last column: Mulliken charge in e.
Element x y z (Å)
1 H -0.49 1.66 1.69  0.249
2 C 2.05 0.71 -0.48  0.200
3 H -2.02 1.78 -0.66  0.292
4 C -1.19 -0.44 -0.77  -0.084
5 C -0.11 -1.27 -0.27  -0.403
6 H 0.23 -2.37 -0.48  0.311
7 C 1.30 -0.68 0.05  0.409
8 C -1.53 0.84 -0.15  -0.255
9 H -1.88 -0.98 -1.49  0.338
10 H -0.31 -0.28 1.47  0.366
11 C -0.85 0.77 1.06  -0.550
12 N 2.66 1.74 -0.39  -0.410
13 O 2.13 -1.48 0.43  -0.464



[5]
Molecular formula: C4H13N3
Method: DFT, ωB97M-V/def2-TZVPD

**Spin multiplicity**: 1
**HOMO energy**: -8.4 eV
**Energy relative to the best compared isomer or geometry (same formula, charge and spin)**: 2.9842 eV
**Calculated total energy**: -324.3653 a.u.
**Structure (SMILES)**: CNCCNCN

Last column: Mulliken charge in e.
Element x y z (Å)
1 H -0.77 -2.02 -1.81  0.272
2 H 1.81 -2.42 -0.88  0.254
3 H 1.16 -2.83 -2.44  0.334
4 H 0.11 0.76 -0.93  0.246
5 C -0.37 -1.66 0.06  -0.627
6 H -1.43 1.82 2.01  0.262
7 C 0.14 -0.42 0.73  -0.635
8 C -0.07 2.15 0.53  -0.539
9 H -0.12 -0.28 1.82  0.452
10 N -0.95 2.61 1.70  -0.665
11 H -0.30 3.06 -0.03  0.276
12 H 1.86 -1.07 -2.13  0.244
13 N -0.30 0.85 0.03  -0.333
14 C 1.31 -1.96 -1.79  -0.791
15 H 1.20 -0.46 0.75  0.309
16 N 0.00 -1.41 -1.36  -0.378
17 H 0.92 2.14 0.78  0.458
18 H -0.09 -2.73 0.57  0.247
19 H -1.49 -1.54 0.08  0.354
20 H -0.19 2.61 2.42  0.259



[6]
Molecular formula: C22H42NP3PmSe
Method: DFT, ωB97M-V/def2-TZVPD

**Spin multiplicity**: 5
**HOMO energy (spin up / spin down)**: -16.9 / -16.9 eV
**Calculated total energy**: -4951.1588 a.u.
**Total charge**: +3

Last column: Mulliken spin population.
Element x y z (Å)
1 H -0.24 -4.73 -2.06  0.000
2 H -1.71 -3.63 0.90  0.000
3 C -3.80 1.25 -0.09  -0.002
4 H -3.18 -1.06 -3.04  0.000
5 C -0.33 0.32 4.48  0.000
6 H 2.32 3.16 -1.06  0.000
7 H -0.90 4.88 0.52  0.000
8 H -0.45 0.41 5.56  0.000
9 H 1.45 4.73 -1.11  0.000
10 C 1.71 0.38 -7.52  0.000
11 H -3.71 -1.46 1.04  0.000
12 H -0.48 3.57 1.67  0.000
13 C -3.58 -0.20 -2.48  -0.001
14 P -0.06 2.88 -0.61  -0.004
15 H 1.33 0.11 -2.66  0.004
16 C -0.95 3.80 0.71  -0.001
17 H 1.49 1.52 1.86  -0.001
18 H -0.64 -5.00 0.45  0.000
19 H -4.81 -1.45 -0.38  0.000
20 H 1.84 3.96 0.47  0.000
21 H 2.56 -2.91 -0.85  0.000
22 C -0.93 -0.67 2.37  0.000
23 C -0.67 -3.94 0.75  0.000
24 C 1.54 3.77 -0.58  0.000
25 H -0.12 -3.16 -2.94  0.000
26 H -0.44 3.08 -3.01  0.000
27 H 3.77 0.12 -8.18  0.000
28 Pm 0.08 0.00 -0.84  4.048
29 H -1.91 3.49 -2.09  0.000
30 H 2.89 -0.74 0.54  -0.001
31 C 2.99 0.15 -0.09  0.006
32 H 3.07 -0.94 -1.93  0.000
33 P -2.83 -0.14 -0.81  -0.006
34 C 3.11 0.05 -1.44  -0.005
35 H 1.86 -4.54 -1.06  0.000
36 H -1.83 -1.24 4.22  0.000
37 C 0.60 1.11 3.80  0.000
38 H 3.07 -0.23 -3.94  0.000
39 C -0.53 -3.67 -2.06  -0.001
40 H -4.67 -0.30 -2.37  0.000
41 H 1.24 1.82 4.32  0.000
42 H -1.62 -3.57 -2.08  0.000
43 C -1.10 -0.59 3.75  0.000
44 H -0.13 -3.81 1.70  0.000
45 H -0.22 0.62 -6.56  0.000
46 H -3.49 2.20 -0.53  0.000
47 H 2.07 -3.85 0.58  0.000
48 N -0.04 0.11 1.70  -0.011
49 C -0.82 3.60 -2.12  -0.001
50 H -1.49 -1.39 1.77  -0.002
51 H -2.00 3.48 0.75  0.000
52 C 3.08 0.13 -7.33  -0.001
53 P 0.14 -2.89 -0.53  -0.005
54 H -3.35 0.72 -3.03  0.000
55 C 3.56 -0.10 -6.04  0.000
56 C 0.84 0.39 -6.42  0.000
57 H -4.87 1.07 -0.31  0.000
58 H -3.34 -2.49 -0.38  0.000
59 H 4.63 -0.31 -5.88  0.000
60 C 0.74 0.96 2.42  0.001
61 H -3.65 1.27 0.99  0.000
62 C -3.76 -1.53 -0.05  -0.001
63 C 1.32 0.11 -5.13  -0.001
64 H 3.05 1.11 0.44  -0.001
65 H 3.36 0.91 -2.07  0.001
66 Se 0.06 -0.05 -3.61  -0.013
67 H -0.56 4.67 -2.16  0.000
68 H 1.34 0.57 -8.53  0.000
69 C 1.83 -3.62 -0.46  0.000
70 C 2.69 -0.09 -4.95  -0.001